# 1
{
  "formula": "C36H10F17GeINO2STc",
  "method": "ωB97M-V with the def2-TZVPD basis set",
  "species": ["Tc", "F", "C", "C", "C", "C", "C", "F", "C", "C", "C", "C", "C", "C", "N", "H", "H", "H", "H", "H", "H", "I", "C", "C", "C", "C", "C", "C", "C", "O", "O", "H", "H", "H", "H", "F", "C", "C", "C", "F", "C", "F", "C", "F", "C", "F", "Ge", "S", "C", "C", "F", "C", "F", "C", "F", "C", "F", "C", "F", "C", "C", "F", "C", "F", "C", "F", "C", "F", "C", "F"],
  "coordinates": [[-0.769, 0.622, 0.360], [3.474, 2.527, -2.362], [2.867, 1.475, -1.809], [1.629, 1.650, -1.217], [1.020, 0.566, -0.606], [1.621, -0.704, -0.674], [2.864, -0.827, -1.289], [3.469, -2.021, -1.355], [3.513, 0.251, -1.851], [0.852, -1.774, -0.071], [1.195, -3.121, 0.010], [0.331, -4.008, 0.623], [-0.876, -3.555, 1.148], [-1.173, -2.220, 1.039], [-0.333, -1.348, 0.447], [1.175, 2.629, -1.230], [4.478, 0.138, -2.324], [2.129, -3.462, -0.403], [0.596, -5.054, 0.691], [-1.572, -4.226, 1.628], [-2.097, -1.800, 1.411], [-7.880, 1.838, -4.588], [-6.205, 1.455, -3.411], [-6.361, 0.831, -2.177], [-5.251, 0.578, -1.397], [-3.986, 0.948, -1.854], [-3.834, 1.567, -3.094], [-4.946, 1.825, -3.872], [-2.811, 0.691, -1.034], [-2.878, 0.207, 0.140], [-1.607, 0.971, -1.448], [-7.346, 0.546, -1.834], [-5.353, 0.098, -0.433], [-2.847, 1.844, -3.438], [-4.838, 2.310, -4.832], [2.642, 1.135, 5.941], [1.419, 1.603, 6.204], [0.716, 2.280, 5.220], [-0.552, 2.739, 5.537], [-1.247, 3.388, 4.592], [-1.115, 2.550, 6.783], [-2.331, 3.001, 7.057], [-0.384, 1.875, 7.753], [-0.904, 1.681, 8.949], [0.887, 1.397, 7.466], [1.579, 0.750, 8.393], [1.409, 2.619, 3.443], [-0.264, 1.733, 2.127], [1.406, 4.502, 2.950], [1.217, 5.531, 3.857], [1.010, 5.240, 5.145], [1.249, 6.860, 3.470], [1.061, 7.826, 4.356], [1.487, 7.175, 2.139], [1.521, 8.436, 1.756], [1.704, 6.164, 1.211], [1.948, 6.460, -0.059], [1.665, 4.852, 1.638], [1.908, 3.871, 0.755], [3.173, 1.852, 3.104], [3.497, 0.711, 2.397], [2.534, -0.086, 1.926], [4.813, 0.329, 2.196], [5.089, -0.774, 1.507], [5.840, 1.095, 2.727], [7.095, 0.733, 2.543], [5.546, 2.232, 3.469], [6.519, 2.959, 3.997], [4.221, 2.580, 3.642], [3.914, 3.667, 4.369]],
  "charge": 1,
  "mol_weight_g_mol": 1141.03,
  "multiplicity": 2,
  "e_above_lowest_kj_mol": 0.0,
  "homo_lumo_gap_ev": [6.43, 6.20],
  "energy_ha": -6134.1663,
  "largest_force_ev_per_a": 0.546,
  "e_homo_ha": [-0.4151, -0.4165]
}

# 2
{
  "formula": "C36H10F17GeINO2STc",
  "method": "ωB97M-V with the def2-TZVPD basis set",
  "species": ["Tc", "F", "C", "C", "C", "C", "C", "F", "C", "C", "C", "C", "C", "C", "N", "H", "H", "H", "H", "H", "H", "I", "C", "C", "C", "C", "C", "C", "C", "O", "O", "H", "H", "H", "H", "F", "C", "C", "C", "F", "C", "F", "C", "F", "C", "F", "Ge", "S", "C", "C", "F", "C", "F", "C", "F", "C", "F", "C", "F", "C", "C", "F", "C", "F", "C", "F", "C", "F", "C", "F"],
  "coordinates": [[0.392, 0.103, 0.138], [-1.820, -4.737, -0.608], [-1.891, -3.418, -0.791], [-0.901, -2.612, -0.260], [-1.005, -1.244, -0.456], [-2.065, -0.687, -1.191], [-3.021, -1.551, -1.700], [-4.052, -1.068, -2.409], [-2.957, -2.915, -1.512], [-2.030, 0.768, -1.352], [-2.966, 1.583, -1.969], [-2.763, 2.952, -1.998], [-1.629, 3.505, -1.416], [-0.727, 2.659, -0.821], [-0.930, 1.329, -0.791], [-0.091, -3.060, 0.302], [-3.718, -3.566, -1.921], [-3.842, 1.143, -2.417], [-3.493, 3.590, -2.479], [-1.444, 4.569, -1.425], [0.186, 3.015, -0.364], [8.321, -0.718, -3.379], [6.417, -0.361, -2.628], [6.034, 0.942, -2.330], [4.766, 1.176, -1.825], [3.887, 0.115, -1.641], [4.273, -1.187, -1.952], [5.548, -1.429, -2.436], [2.559, 0.381, -1.089], [2.250, 1.361, -0.373], [1.592, -0.491, -1.319], [6.720, 1.764, -2.486], [4.455, 2.183, -1.574], [3.578, -2.005, -1.815], [5.861, -2.438, -2.667], [-1.668, 2.121, 6.206], [-0.475, 2.606, 5.858], [0.430, 1.843, 5.136], [1.642, 2.434, 4.804], [2.559, 1.735, 4.124], [1.956, 3.724, 5.170], [3.122, 4.268, 4.844], [1.031, 4.456, 5.892], [1.312, 5.697, 6.251], [-0.186, 3.901, 6.241], [-1.063, 4.617, 6.932], [0.128, 0.017, 4.586], [0.272, 0.070, 2.336], [1.517, -1.206, 5.130], [2.565, -0.890, 5.976], [2.698, 0.341, 6.475], [3.510, -1.829, 6.338], [4.511, -1.509, 7.147], [3.408, -3.118, 5.849], [4.311, -4.022, 6.190], [2.368, -3.470, 5.007], [2.278, -4.712, 4.545], [1.442, -2.511, 4.663], [0.438, -2.874, 3.851], [-1.578, -0.708, 5.127], [-2.637, -1.030, 4.298], [-2.567, -0.834, 2.977], [-3.807, -1.566, 4.798], [-4.815, -1.872, 3.989], [-3.924, -1.787, 6.157], [-5.042, -2.301, 6.643], [-2.882, -1.476, 7.014], [-3.008, -1.691, 8.316], [-1.728, -0.943, 6.484], [-0.727, -0.638, 7.320]],
  "charge": 1,
  "mol_weight_g_mol": 1141.03,
  "multiplicity": 2,
  "e_above_lowest_kj_mol": 69.0,
  "homo_lumo_gap_ev": [5.85, 6.16],
  "energy_ha": -6134.1400,
  "largest_force_ev_per_a": 1.573,
  "e_homo_ha": [-0.4123, -0.4134]
}

# 3
{
  "formula": "C36H111N9O15",
  "method": "ωB97M-V with the def2-TZVPD basis set",
  "species": ["O", "H", "H", "O", "H", "H", "O", "H", "H", "O", "H", "H", "O", "H", "H", "O", "H", "H", "C", "C", "C", "O", "C", "N", "H", "H", "H", "H", "H", "H", "H", "H", "H", "H", "H", "C", "C", "C", "O", "C", "N", "H", "H", "H", "H", "H", "H", "H", "H", "H", "H", "H", "C", "C", "C", "O", "C", "N", "H", "H", "H", "H", "H", "H", "H", "H", "H", "H", "H", "C", "C", "C", "O", "C", "N", "H", "H", "H", "H", "H", "H", "H", "H", "H", "H", "H", "C", "C", "C", "O", "C", "N", "H", "H", "H", "H", "H", "H", "H", "H", "H", "H", "H", "C", "C", "C", "O", "C", "N", "H", "H", "H", "H", "H", "H", "H", "H", "H", "H", "H", "C", "C", "C", "O", "C", "N", "H", "H", "H", "H", "H", "H", "H", "H", "H", "H", "H", "C", "C", "C", "O", "C", "N", "H", "H", "H", "H", "H", "H", "H", "H", "H", "H", "H", "C", "C", "C", "O", "C", "N", "H", "H", "H", "H", "H", "H", "H", "H", "H", "H", "H"],
  "coordinates": [[10.121, -4.665, -2.408], [9.707, -4.235, -3.172], [10.912, -4.142, -2.239], [15.688, -7.434, -5.274], [14.817, -7.084, -4.947], [16.295, -7.293, -4.535], [9.217, -2.361, -7.190], [8.571, -2.434, -7.902], [9.511, -1.407, -7.204], [9.115, -2.921, -4.505], [9.501, -3.272, -5.321], [8.478, -2.267, -4.812], [15.203, -5.592, -9.674], [14.643, -6.299, -9.342], [15.025, -4.856, -9.079], [17.299, -6.490, -3.056], [16.518, -5.917, -3.161], [18.039, -5.876, -3.024], [18.465, -9.774, -1.935], [17.897, -9.155, -0.660], [18.807, -8.251, 0.165], [18.242, -7.798, 1.405], [17.636, -6.512, 1.389], [16.654, -8.464, -0.937], [18.820, -10.784, -1.722], [19.262, -9.143, -2.342], [17.760, -9.944, -2.748], [17.730, -10.052, -0.049], [19.191, -7.419, -0.438], [19.713, -8.749, 0.529], [16.630, -6.676, 1.784], [17.643, -6.037, 0.406], [18.172, -5.817, 2.046], [16.766, -7.789, -1.694], [16.383, -7.883, -0.154], [16.104, -12.872, -11.340], [15.702, -12.597, -9.904], [15.757, -11.150, -9.444], [15.262, -11.030, -8.129], [15.398, -9.665, -7.741], [14.312, -13.139, -9.762], [17.102, -12.502, -11.600], [15.482, -12.244, -11.993], [15.975, -13.916, -11.600], [16.425, -13.215, -9.359], [15.158, -10.546, -10.143], [16.792, -10.807, -9.568], [14.803, -8.904, -8.256], [16.430, -9.315, -7.785], [15.046, -9.576, -6.713], [13.715, -12.359, -10.015], [14.229, -13.287, -8.760], [11.916, -1.130, -8.690], [11.278, 0.242, -8.460], [10.302, 0.730, -9.536], [10.031, 2.093, -9.236], [8.703, 2.471, -9.583], [10.511, 0.146, -7.217], [12.547, -1.527, -7.898], [12.456, -1.084, -9.639], [11.096, -1.838, -8.806], [12.064, 0.987, -8.278], [9.407, 0.093, -9.522], [10.598, 0.700, -10.590], [8.002, 1.762, -9.139], [8.626, 2.547, -10.671], [8.460, 3.461, -9.199], [9.810, 0.875, -7.202], [11.172, 0.156, -6.447], [15.261, -1.535, -3.861], [15.548, -3.016, -4.165], [16.596, -3.099, -5.259], [16.034, -2.666, -6.479], [16.804, -2.965, -7.623], [15.921, -3.727, -2.940], [15.928, -1.146, -3.091], [14.240, -1.454, -3.475], [15.301, -0.888, -4.738], [14.657, -3.505, -4.554], [16.865, -4.154, -5.416], [17.523, -2.556, -5.035], [16.895, -4.048, -7.743], [17.776, -2.471, -7.522], [16.324, -2.551, -8.507], [16.679, -3.307, -2.410], [15.109, -3.559, -2.349], [14.181, -8.372, 3.204], [14.530, -8.961, 1.854], [14.137, -10.481, 1.856], [14.172, -11.056, 0.554], [14.005, -12.434, 0.548], [13.706, -8.416, 0.778], [14.597, -7.366, 3.269], [14.476, -8.973, 4.061], [13.093, -8.269, 3.193], [15.587, -8.909, 1.593], [13.151, -10.725, 2.268], [14.865, -10.980, 2.511], [14.395, -12.965, 1.432], [14.291, -12.785, -0.438], [12.972, -12.771, 0.785], [13.826, -8.987, -0.055], [12.728, -8.617, 0.977], [12.059, -4.095, -6.831], [12.978, -5.123, -6.189], [12.625, -5.373, -4.717], [13.548, -6.338, -4.222], [13.292, -6.713, -2.892], [12.815, -6.369, -6.963], [12.431, -3.985, -7.850], [12.025, -3.162, -6.266], [11.045, -4.482, -6.943], [14.039, -4.858, -6.162], [11.628, -5.806, -4.571], [12.694, -4.442, -4.139], [12.294, -7.135, -2.734], [13.283, -5.845, -2.216], [14.048, -7.360, -2.448], [13.534, -7.034, -6.688], [11.938, -6.765, -6.624], [10.639, 1.425, -2.710], [10.834, 0.225, -3.630], [12.209, 0.250, -4.286], [12.315, 1.378, -5.182], [13.618, 1.576, -5.655], [10.771, -1.078, -2.906], [11.622, 1.762, -2.372], [10.062, 1.259, -1.802], [10.198, 2.219, -3.312], [10.078, 0.282, -4.421], [12.466, -0.678, -4.803], [12.932, 0.475, -3.496], [14.080, 0.692, -6.111], [14.338, 1.935, -4.907], [13.536, 2.381, -6.387], [10.144, -1.657, -3.482], [10.125, -0.965, -2.123], [9.766, -6.219, -10.997], [10.900, -5.234, -11.192], [10.624, -3.834, -10.635], [9.553, -3.249, -11.392], [9.881, -2.888, -12.722], [12.032, -5.776, -10.351], [8.899, -6.117, -11.664], [9.355, -6.213, -9.984], [10.009, -7.269, -11.182], [11.442, -5.145, -12.134], [11.498, -3.205, -10.809], [10.239, -3.897, -9.618], [10.175, -3.757, -13.307], [10.679, -2.133, -12.743], [9.006, -2.339, -13.067], [11.597, -5.958, -9.447], [12.321, -6.700, -10.654], [8.131, -9.309, -6.736], [9.618, -8.880, -6.910], [10.180, -9.464, -8.155], [10.352, -10.871, -8.089], [11.029, -11.358, -9.235], [9.659, -7.394, -6.869], [7.565, -9.512, -7.649], [7.480, -8.629, -6.182], [8.100, -10.225, -6.136], [10.130, -9.183, -5.995], [11.105, -9.016, -8.537], [9.395, -9.332, -8.918], [12.071, -11.036, -9.160], [10.634, -10.942, -10.167], [10.938, -12.438, -9.267], [9.053, -7.137, -6.100], [9.181, -6.997, -7.676]],
  "mol_weight_g_mol": 910.33,
  "multiplicity": 1,
  "e_above_lowest_kj_mol": 91.4,
  "homo_lumo_gap_ev": 8.72,
  "energy_ha": -3059.3739,
  "largest_force_ev_per_a": 3.214,
  "e_homo_ha": -0.3109
}

# 4
{
  "formula": "C36H18Cl3F5N4O5SSeY",
  "method": "ωB97M-V with the def2-TZVPD basis set",
  "species": ["Y", "C", "C", "C", "C", "N", "C", "C", "C", "C", "C", "C", "C", "H", "H", "H", "H", "H", "H", "H", "H", "O", "C", "O", "C", "C", "C", "C", "C", "C", "C", "C", "C", "N", "H", "H", "H", "H", "H", "H", "O", "C", "N", "S", "O", "O", "C", "C", "C", "C", "C", "C", "H", "H", "H", "H", "F", "C", "C", "F", "C", "F", "C", "Se", "C", "F", "C", "F", "Cl", "C", "Cl", "Cl", "C", "N"],
  "coordinates": [[0.629, 0.665, 0.394], [0.642, -3.852, 2.618], [1.720, -3.696, 3.476], [2.564, -2.619, 3.300], [2.317, -1.701, 2.277], [1.227, -1.817, 1.501], [0.440, -2.879, 1.663], [3.243, -0.585, 1.981], [4.596, -0.749, 2.276], [5.498, 0.269, 2.009], [5.033, 1.451, 1.451], [3.684, 1.589, 1.138], [2.740, 0.579, 1.374], [-0.048, -4.679, 2.710], [1.895, -4.405, 4.277], [3.412, -2.472, 3.954], [-0.389, -2.962, 0.973], [4.958, -1.687, 2.683], [6.551, 0.135, 2.225], [5.724, 2.261, 1.244], [3.357, 2.523, 0.695], [0.210, 4.936, -0.123], [0.261, 3.727, -0.283], [1.087, 2.897, 0.227], [-0.730, 3.116, -1.275], [-1.677, 3.969, -1.886], [-2.467, 3.485, -2.874], [-2.282, 2.154, -3.315], [-2.986, 1.631, -4.425], [-2.722, 0.373, -4.879], [-1.750, -0.414, -4.225], [-1.080, 0.053, -3.130], [-1.327, 1.358, -2.648], [-0.588, 1.846, -1.591], [-1.716, 4.991, -1.538], [-3.210, 4.108, -3.361], [-3.715, 2.262, -4.921], [-3.244, -0.018, -5.744], [-1.528, -1.403, -4.605], [-0.327, -0.553, -2.636], [-1.132, 1.980, 1.768], [-1.555, 1.104, 2.536], [-1.043, -0.143, 2.583], [-2.046, -1.090, 3.453], [-2.950, -1.826, 2.594], [-1.350, -1.846, 4.455], [-2.993, 0.224, 4.179], [-3.918, 0.211, 5.201], [-4.499, 1.429, 5.541], [-4.158, 2.603, 4.870], [-3.219, 2.592, 3.845], [-2.643, 1.379, 3.520], [-4.175, -0.705, 5.716], [-5.223, 1.467, 6.346], [-4.623, 3.537, 5.163], [-2.931, 3.493, 3.318], [3.663, -0.679, -7.000], [3.270, -0.864, -5.730], [3.326, -2.118, -5.157], [3.783, -3.152, -5.881], [2.909, -2.302, -3.851], [2.982, -3.549, -3.366], [2.417, -1.263, -3.068], [1.805, -1.582, -1.291], [2.400, -0.012, -3.676], [1.989, 1.070, -2.996], [2.804, 0.196, -4.981], [2.754, 1.419, -5.529], [-1.934, -3.661, -1.978], [-2.809, -2.915, -0.629], [-4.438, -2.416, -1.126], [-2.907, -4.079, 0.684], [-2.080, -1.680, -0.252], [-1.477, -0.708, -0.249]],
  "charge": -1,
  "mol_weight_g_mol": 987.84,
  "multiplicity": 1,
  "e_above_lowest_kj_mol": 129.4,
  "homo_lumo_gap_ev": 6.80,
  "energy_ha": -6695.9887,
  "largest_force_ev_per_a": 0.820,
  "e_homo_ha": -0.1774
}

# 5
{
  "formula": "C36H21MoN5O5SSbSe",
  "method": "ωB97M-V with the def2-TZVPD basis set",
  "species": ["Mo", "O", "C", "C", "O", "C", "C", "O", "C", "O", "O", "S", "N", "C", "C", "C", "C", "C", "N", "C", "C", "N", "C", "C", "C", "C", "C", "N", "H", "H", "H", "H", "H", "H", "C", "C", "C", "C", "C", "C", "Sb", "C", "C", "C", "C", "C", "C", "C", "C", "C", "C", "C", "C", "H", "H", "H", "H", "H", "H", "H", "H", "H", "H", "H", "H", "H", "H", "H", "Se", "C", "N"],
  "coordinates": [[1.201, 0.613, 1.067], [4.455, -3.700, -2.099], [3.837, -2.884, -1.508], [3.665, -2.815, 0.048], [4.065, -3.591, 0.854], [2.859, -1.569, 0.265], [2.507, -0.962, -0.941], [1.742, 0.054, -0.813], [3.025, -1.705, -2.138], [2.823, -1.465, -3.285], [2.384, -0.970, 1.293], [0.417, 7.613, -1.808], [1.737, 6.785, -1.417], [1.330, 5.617, -0.942], [2.184, 4.551, -0.475], [3.583, 4.593, -0.450], [4.282, 3.500, 0.026], [3.584, 2.382, 0.460], [2.247, 2.337, 0.447], [1.551, 3.396, -0.017], [0.118, 3.254, 0.014], [-0.351, 2.072, 0.507], [-1.677, 1.960, 0.649], [-2.572, 2.953, 0.273], [-2.098, 4.126, -0.276], [-0.713, 4.293, -0.398], [-0.079, 5.489, -0.904], [-0.711, 6.564, -1.351], [4.097, 5.479, -0.804], [5.362, 3.497, 0.060], [4.101, 1.504, 0.830], [-2.059, 1.054, 1.097], [-3.630, 2.788, 0.416], [-2.765, 4.918, -0.591], [1.369, -5.487, -0.853], [0.920, -4.656, -1.872], [0.346, -3.430, -1.562], [0.226, -3.044, -0.221], [0.678, -3.882, 0.802], [1.244, -5.104, 0.481], [-0.795, -1.308, 0.294], [-1.858, -0.539, -1.325], [-1.212, -0.092, -2.477], [-1.972, 0.368, -3.543], [-3.358, 0.383, -3.456], [-3.997, -0.062, -2.306], [-3.250, -0.525, -1.233], [-2.059, -1.752, 1.891], [-2.147, -0.961, 3.033], [-3.037, -1.312, 4.037], [-3.827, -2.446, 3.899], [-3.731, -3.237, 2.761], [-2.844, -2.897, 1.751], [1.815, -6.442, -1.098], [1.012, -4.964, -2.906], [-0.039, -2.802, -2.359], [0.576, -3.599, 1.844], [1.589, -5.765, 1.265], [-0.132, -0.098, -2.564], [-1.481, 0.705, -4.446], [-3.945, 0.735, -4.294], [-5.077, -0.063, -2.249], [-3.757, -0.884, -0.343], [-1.525, -0.080, 3.157], [-3.113, -0.705, 4.929], [-4.519, -2.717, 4.684], [-4.346, -4.121, 2.661], [-2.775, -3.528, 0.872], [1.889, 0.913, 5.685], [1.478, 0.850, 4.086], [1.156, 0.813, 2.886]],
  "charge": 3,
  "mol_weight_g_mol": 932.32,
  "multiplicity": 1,
  "e_above_lowest_kj_mol": 0.0,
  "homo_lumo_gap_ev": [5.68, 5.68],
  "energy_ha": -5141.5123,
  "largest_force_ev_per_a": 0.599,
  "e_homo_ha": [-0.6230, -0.6230]
}